The following is a quantum chemistry calculation of a structure of composition C28H23INOPSe2Te2Ti, from the Open Molecules 2025 dataset.

```
60
C28H23INOPSe2Te2Ti (ωB97M-V/def2-TZVPD)
C -4.33 -2.58 -0.99
H -5.28 -0.70 -1.43
C 4.23 0.63 1.56
C 2.22 0.22 0.22
C 0.16 -1.25 -1.18
C -2.43 -2.41 0.43
H 4.83 1.20 -1.74
P 0.40 0.17 -0.06
C -0.13 2.86 -0.44
C -0.30 4.04 -1.16
I 0.71 -1.58 2.90
H -5.03 -3.16 -1.58
H 0.45 0.75 -3.02
C -0.30 -3.53 -2.74
C 0.22 1.66 -2.48
H 0.12 2.80 -4.28
Te -2.18 -0.21 5.77
H 1.78 -2.38 -0.33
Se -2.74 -1.33 3.58
C 4.91 1.02 0.38
H -1.52 -0.42 -2.25
N -2.57 -1.07 0.51
H -0.20 2.90 0.65
C -4.48 -1.21 -0.92
H 5.92 1.13 2.79
C 0.96 -2.38 -1.04
C 2.90 0.15 1.49
C -3.29 -3.19 -0.31
C 3.07 -0.29 3.90
H 2.45 0.61 -1.86
H -0.46 -4.41 -3.35
C -0.22 4.02 -2.54
Se -0.49 2.03 3.16
C -1.09 -2.41 -2.90
H 1.36 -4.38 -1.67
H 5.93 1.36 0.46
H -2.68 2.32 1.19
H -0.48 4.96 -0.63
C 2.39 -0.39 2.72
C -3.66 1.01 -0.03
C -0.87 -1.28 -2.12
H -3.14 -4.26 -0.35
H -3.32 1.50 -0.95
C 0.04 2.83 -3.21
H 2.64 -0.69 4.80
Te -2.40 2.29 4.79
C 0.72 -3.52 -1.80
C 4.30 0.93 -0.84
O -2.79 1.37 1.05
Ti -1.43 0.03 1.92
C 2.95 0.57 -0.89
C 4.34 0.32 3.95
C -3.58 -0.49 -0.15
H -1.89 -2.40 -3.63
H 4.86 0.40 4.90
H -1.60 -2.84 0.97
C 4.92 0.73 2.80
H -0.36 4.94 -3.11
H -4.68 1.34 0.20
C 0.13 1.66 -1.09
```

Summary:
**Energy above the lowest of the compared OMol25 structures with the same formula, charge and spin**: 0.0000 eV
**Spin multiplicity**: 2
**Orbital gap (spin up / spin down)**: 0.240 / 0.237 Ha
**Net charge**: +1

Löwdin atomic charge list, values in e, 8 entries: C -0.02; H 0.13; C -0.15; C -0.29; C -0.37; C -0.15; H 0.11; P 1.03

***

The following is a quantum chemistry calculation of a cluster of 2 separate species, C6H13S in total, from the Open Molecules 2025 dataset.

```
20
C6H13S (ωB97M-V/def2-TZVPD)
H -1.31 -2.37 -1.00
C 3.32 0.85 -0.12
C 1.82 1.10 0.04
H -0.88 -0.97 -2.00
H 3.76 1.50 -0.91
H -1.96 1.15 -1.49
H -2.60 -1.94 1.22
H 1.68 2.17 0.37
C -0.93 -1.34 -0.97
H -2.71 1.44 0.20
C -2.11 -0.98 1.29
H -1.17 -1.15 1.83
H 1.34 0.98 -0.94
H 3.80 1.05 0.86
H -2.72 -0.28 1.87
H 0.11 -1.33 -0.56
C -2.19 0.79 -0.49
C -1.80 -0.46 -0.10
H 3.49 -0.21 -0.35
S 1.07 0.01 1.27
```

Summary:
**Energy above the lowest of the compared OMol25 structures with the same formula, charge and spin**: 0.2793 eV
**Orbital gap**: 0.232 Ha
**Net charge**: -1

Löwdin atomic charge list, values in e, 8 entries: H 0.06; C -0.27; C -0.82; H 0.06; H 0.05; H 0.04; H 0.05; H 0.04

***

The following is a quantum chemistry calculation of a structure of composition C2H3FLi2OTl, from the Open Molecules 2025 dataset.

```
10
C2H3FLi2OTl (ωB97M-V/def2-TZVPD)
F 2.55 -1.11 0.60
H -1.74 0.41 1.27
C -1.15 1.04 -0.70
O -0.02 1.45 -0.43
Li 1.67 0.27 -0.13
Li 1.93 -0.05 1.82
Tl 2.92 -3.01 -0.77
H -1.49 1.03 -1.73
H -2.79 -0.23 -0.15
C -1.88 0.22 0.22
```

Summary:
**Energy above the lowest of the compared OMol25 structures with the same formula, charge and spin**: 2.6429 eV
**Orbital gap**: 0.157 Ha
**Net charge**: +1

Löwdin atomic charge list, values in e, 8 entries: F -0.85; H 0.00; C -0.50; O -0.27; Li 0.67; Li 0.79; Tl 1.12; H 0.09